# 1
Computed, not measured: C26H27N3O3S2 in the gas phase, with ωB97M-V/def2-TZVPD.

Each line ends with the natural charge from an NBO analysis.
CARTESIAN COORDINATES (ANGSTROEM)
C (-1.06474, 4.72551, 4.38833)  -0.61
C (-0.33811, 4.77905, 5.72704)  -0.42
C (-0.17767, 3.41252, 6.40268)  -0.06
O (0.82549, 2.62080, 5.79748)  -0.50
C (0.54541, 1.74266, 4.79902)  0.29
C (1.65907, 1.11359, 4.23542)  -0.25
C (1.52667, 0.19570, 3.21758)  -0.21
C (0.26158, -0.11478, 2.72721)  0.11
N (0.05035, -0.99676, 1.65542)  -0.60
C (0.95676, -1.50108, 0.78152)  0.69
O (2.15885, -1.40166, 0.87968)  -0.61
C (0.28955, -2.20138, -0.40166)  -0.51
C (-0.45423, -1.19305, -1.29026)  -0.12
C (-1.38862, -1.90686, -2.26578)  0.70
O (-2.28087, -2.66806, -1.98669)  -0.58
N (-1.01453, -1.50406, -3.51014)  -0.45
C (-1.59682, -2.00635, -4.74115)  -0.26
C (-0.80765, -3.18536, -5.25241)  0.04
C (0.05815, -3.04897, -6.32784)  -0.22
C (0.80373, -4.13159, -6.76175)  -0.21
C (0.69268, -5.35366, -6.12133)  -0.21
C (-0.16691, -5.49296, -5.04419)  -0.20
C (-0.91449, -4.41321, -4.61020)  -0.25
C (0.05424, -0.62409, -3.46566)  0.30
S (0.74074, 0.07939, -4.77105)  -0.18
N (0.39687, -0.43905, -2.17520)  -0.41
C (1.47887, 0.40641, -1.73609)  -0.27
C (1.04173, 1.41245, -0.72112)  -0.21
C (-0.16855, 2.02020, -0.57488)  -0.28
C (-0.20504, 2.91638, 0.51765)  -0.26
C (0.97964, 2.98075, 1.17450)  -0.41
S (2.16059, 1.94278, 0.48580)  0.47
C (-0.85063, 0.49139, 3.29669)  -0.22
C (-0.71804, 1.40833, 4.32243)  -0.26
H (-2.07962, 4.35391, 4.51577)  0.20
H (-1.12076, 5.72221, 3.95650)  0.21
H (-0.54358, 4.07803, 3.68715)  0.21
H (0.65840, 5.20146, 5.58505)  0.21
H (-0.88611, 5.42921, 6.41185)  0.20
H (0.17916, 3.56484, 7.42675)  0.19
H (-1.13544, 2.88539, 6.45124)  0.17
H (2.63428, 1.36751, 4.61876)  0.23
H (2.39685, -0.27191, 2.78980)  0.26
H (-0.92483, -1.19018, 1.47046)  0.40
H (1.05761, -2.71033, -0.98612)  0.25
H (-0.43288, -2.94059, -0.04874)  0.25
H (-1.04519, -0.51319, -0.65932)  0.23
H (-1.59281, -1.19172, -5.46883)  0.24
H (-2.62293, -2.30009, -4.50566)  0.24
H (0.15361, -2.09338, -6.82117)  0.23
H (1.47527, -4.01816, -7.59968)  0.21
H (1.27612, -6.19723, -6.45965)  0.21
H (-0.25601, -6.44485, -4.54164)  0.21
H (-1.58580, -4.51803, -3.77013)  0.23
H (1.86347, 0.90302, -2.63628)  0.27
H (2.28424, -0.20434, -1.31159)  0.24
H (-1.00383, 1.85505, -1.23353)  0.22
H (-1.07464, 3.48657, 0.79123)  0.23
H (1.24170, 3.57567, 2.02603)  0.24
H (-1.83983, 0.25102, 2.93133)  0.20
H (-1.61052, 1.85512, 4.72937)  0.21

Forces on atoms 1 to 2 (eV/Å):
C 0.154 0.116 0.140
C -0.027 -0.434 -0.057

For the lowest unoccupied orbital energy, the calculation gives 0.468 eV. The energy above the lowest of the compared OMol25 structures with the same formula, charge and spin is 1.77 kcal/mol. As for the highest occupied orbital energy: -0.2961 hartree. As for the SMILES: CCCOc1ccc(NC(=O)C[C@@H]2C(=O)N(Cc3ccccc3)C(=S)N2Cc2cccs2)cc1. The value obtained for the orbital gap is 8.53 eV.

# 2
Computed, not measured: C26H27N5O5 in the gas phase in a non-equilibrium geometry, with ωB97M-V/def2-TZVPD.

Each line ends with the natural charge from an NBO analysis.
CARTESIAN COORDINATES (ANGSTROEM)
C (-3.68712, 1.05955, 1.77230)  -0.63
C (-3.19537, 2.10514, 0.77372)  -0.21
C (-4.24057, 2.33383, -0.31683)  -0.60
C (-2.86419, 3.43729, 1.45616)  -0.40
C (-1.73015, 3.34377, 2.47936)  -0.23
N (-0.50846, 2.84828, 1.88406)  -0.62
C (-0.01818, 1.62970, 2.15850)  0.68
O (-0.46127, 0.88350, 3.00512)  -0.63
C (1.17788, 1.25391, 1.25027)  -0.18
C (2.14003, 0.35172, 1.93362)  0.25
C (1.97225, -0.70880, 2.77502)  -0.26
C (3.27367, -1.16247, 3.09690)  -0.32
C (4.13216, -0.35061, 2.42451)  0.09
O (3.45858, 0.56986, 1.71581)  -0.40
N (0.60932, 0.65649, 0.02427)  -0.46
C (0.19444, 1.49942, -0.93876)  0.70
O (0.29597, 2.71261, -0.83941)  -0.65
C (-0.42068, 0.88917, -2.20130)  -0.32
N (0.26440, -0.26262, -2.69541)  -0.21
N (-0.37095, -1.41964, -2.92866)  -0.01
N (0.44196, -2.30387, -3.32811)  -0.22
C (1.69387, -1.76551, -3.37529)  0.04
C (2.93288, -2.30260, -3.72280)  -0.18
C (4.02200, -1.46846, -3.63739)  -0.23
C (3.90684, -0.13216, -3.22441)  -0.19
C (2.69573, 0.42273, -2.88018)  -0.26
C (1.59013, -0.41490, -2.96119)  0.15
C (0.38558, -0.74782, 0.00783)  0.21
C (1.46234, -1.60734, -0.15138)  -0.24
C (1.28568, -2.98756, -0.17352)  -0.25
C (0.00334, -3.45757, -0.03419)  0.24
C (-1.07922, -2.58999, 0.14021)  0.30
C (-0.91643, -1.22927, 0.17654)  -0.31
O (-2.22704, -3.31486, 0.26240)  -0.48
C (-1.84809, -4.66737, 0.11156)  0.24
O (-0.44418, -4.74488, -0.02330)  -0.47
H (-4.52565, 1.44975, 2.34541)  0.20
H (-4.02172, 0.16504, 1.25013)  0.21
H (-2.89665, 0.77181, 2.46064)  0.23
H (-2.28016, 1.73524, 0.29636)  0.18
H (-3.88309, 3.05530, -1.04858)  0.21
H (-4.46523, 1.40338, -0.83384)  0.21
H (-5.16284, 2.71308, 0.11785)  0.20
H (-2.57925, 4.16074, 0.68775)  0.20
H (-3.75375, 3.81706, 1.96202)  0.21
H (-1.53783, 4.33671, 2.89882)  0.20
H (-1.98852, 2.66389, 3.29221)  0.23
H (-0.17527, 3.32932, 1.05637)  0.43
H (1.70753, 2.16133, 0.93753)  0.26
H (1.03922, -1.09421, 3.12694)  0.25
H (3.52835, -1.97951, 3.73958)  0.23
H (5.20244, -0.32068, 2.37210)  0.20
H (-1.45269, 0.58842, -1.99849)  0.26
H (-0.43096, 1.68495, -2.95631)  0.24
H (3.01682, -3.32914, -4.03932)  0.23
H (5.00122, -1.84425, -3.89417)  0.22
H (4.79866, 0.47459, -3.17611)  0.22
H (2.60511, 1.44936, -2.56032)  0.23
H (2.45279, -1.20131, -0.28633)  0.23
H (2.11701, -3.65729, -0.30883)  0.23
H (-1.74933, -0.56663, 0.33370)  0.24
H (-2.32809, -5.08611, -0.78791)  0.16
H (-2.16534, -5.23952, 0.99675)  0.16

Forces on atoms 1 to 2 (eV/Å):
C 0.264 0.075 -0.151
C -0.277 0.156 0.050

For the lowest unoccupied orbital energy, the calculation gives 0.534 eV. The energy above the lowest of the compared OMol25 structures with the same formula, charge and spin is 34.59 kcal/mol. As for the highest occupied orbital energy: -0.2955 hartree. As for the SMILES: CC(C)CCNC(=O)[C@@H](c1ccco1)N(C(=O)Cn1nnc2ccccc21)c1ccc2c(c1)OCO2. The value obtained for the orbital gap is 8.58 eV.

# 3
Computed, not measured: 2 unconnected molecules or ions with the total composition C26H27N5O7S in a non-equilibrium geometry, with ωB97M-V/def2-TZVPD.

Each line ends with the natural charge from an NBO analysis.
CARTESIAN COORDINATES (ANGSTROEM)
C (5.29107, -1.32051, -2.76623)  -0.64
C (4.94648, -0.65421, -1.47207)  0.03
C (5.54040, 0.55970, -1.12595)  -0.21
C (5.16264, 1.24470, 0.02840)  -0.19
C (4.19368, 0.66382, 0.85492)  -0.29
S (3.50953, 1.53759, 2.24723)  2.30
O (3.37752, 0.68008, 3.39162)  -0.89
O (4.01259, 2.88205, 2.35024)  -0.87
N (1.85979, 1.57845, 1.59105)  -0.61
C (1.47776, 2.51903, 0.60077)  0.18
C (2.19279, 3.45879, -0.13431)  -0.19
C (1.46742, 4.29991, -0.99731)  0.02
N (2.07865, 4.77590, -2.17840)  0.50
O (1.37801, 5.40967, -2.99821)  -0.38
O (3.27585, 4.48927, -2.39038)  -0.39
C (0.05939, 4.42838, -0.87531)  -0.17
C (-0.63126, 3.56722, -0.03596)  -0.18
C (0.06247, 2.54877, 0.61571)  -0.06
C (-0.36603, 1.60995, 1.65180)  0.01
N (-1.46166, 1.96770, 2.47150)  0.49
O (-2.30139, 2.77956, 2.01837)  -0.37
O (-1.54631, 1.52563, 3.64382)  -0.42
C (0.76362, 0.90981, 2.07332)  0.09
C (3.61783, -0.57113, 0.54934)  -0.20
C (4.01061, -1.22779, -0.60784)  -0.20
H (4.66709, -2.20453, -2.90756)  0.22
H (5.13854, -0.63867, -3.60915)  0.23
H (6.34141, -1.62470, -2.77257)  0.23
H (6.30041, 0.98145, -1.78175)  0.23
H (5.57561, 2.22592, 0.26591)  0.25
H (3.26997, 3.52447, -0.11610)  0.26
H (-0.45762, 5.17224, -1.47034)  0.25
H (-1.68611, 3.70257, 0.16983)  0.26
H (0.82771, 0.12065, 2.80944)  0.26
H (2.84616, -1.00087, 1.18726)  0.23
H (3.56976, -2.19422, -0.84760)  0.22
C (-4.87296, 0.45197, -2.08105)  -0.63
C (-3.70251, -0.39431, -2.50739)  -0.20
N (-3.40973, -1.47706, -1.54830)  -0.47
C (-4.22874, -2.66489, -1.80167)  -0.21
C (-3.48305, -3.64256, -2.67761)  -0.61
C (-2.72934, -1.20562, -0.36369)  0.61
C (-2.03900, -2.26909, 0.29972)  -0.32
N (-1.87107, -2.37348, 1.65699)  -0.23
C (-1.79990, -1.23862, 2.44618)  -0.03
C (-1.57309, -1.35946, 3.80351)  -0.21
C (-1.31351, -2.58973, 4.39043)  -0.24
C (-1.47221, -3.73065, 3.59435)  -0.21
C (-1.73439, -3.62095, 2.24374)  -0.02
O (-2.64258, -0.01568, 0.02235)  -0.70
H (-5.01717, 1.25664, -2.80485)  0.21
H (-5.78561, -0.15206, -2.02674)  0.19
H (-4.65235, 0.87402, -1.09769)  0.24
H (-3.93994, -0.92231, -3.43930)  0.18
H (-2.79800, 0.20614, -2.66286)  0.21
H (-4.60065, -3.12308, -0.87473)  0.20
H (-5.10306, -2.30625, -2.36259)  0.19
H (-4.12354, -4.48224, -2.94606)  0.21
H (-3.15639, -3.13745, -3.59093)  0.21
H (-2.59838, -4.02735, -2.17036)  0.20
H (-1.80651, -3.18608, -0.26211)  0.19
H (-1.93012, -0.30465, 1.91228)  0.27
H (-1.60124, -0.45084, 4.38829)  0.26
H (-1.04777, -2.65950, 5.44359)  0.23
H (-1.42798, -4.72788, 4.02273)  0.23
H (-1.90357, -4.45364, 1.56027)  0.22

Forces on atoms 1 to 2 (eV/Å):
C 0.090 -0.135 -0.105
C -0.015 0.141 0.240

For the lowest unoccupied orbital energy, the calculation gives -1.151 eV. The energy above the lowest of the compared OMol25 structures with the same formula, charge and spin is 7.90 kcal/mol. As for the highest occupied orbital energy: -0.2613 hartree. The value obtained for the orbital gap is 5.96 eV.

Among the records above, which one has the highest lowest unoccupied orbital energy?
C26H27N5O5

Which of these has the highest lowest unoccupied orbital energy?
C26H27N5O5

What is the formula in the first record?
C26H27N3O3S2

Which formula does entry 3 have?
C26H27N5O7S